Record 1
133
Properties=species:S:1:pos:R:3:forces:R:3:lowdin_charge:R:1 method="wB97M-V/def2-TZVPD" lumo_energy_ev=0.072 smiles=CCCCB1OBOB(CCCCCOCC)O1.c1cc[nH]c1.c1cc[nH]c1.c1cc[nH]c1.c1cc[nH]c1.c1cc[nH]c1.c1cc[nH]c1.c1cc[nH]c1.c1cc[nH]c1.c1cc[nH]c1 largest_force_ha_per_bohr=0.01955 e_homo_ha=-0.3020 homo_lumo_gap_ev=8.290
C 3.330 2.923 -1.841 -0.18 -0.18 -0.22 -0.10
C 2.378 3.490 -2.900 0.37 0.19 0.09 -0.26
C 2.941 4.727 -3.602 -0.01 -0.14 -0.23 -0.21
C 1.872 5.471 -4.438 -0.05 0.11 0.21 -0.06
B 0.968 6.316 -3.488 -0.05 -0.13 -0.20 -0.52
O 1.225 7.670 -3.262 0.07 -0.07 0.17 0.26
B 0.949 8.161 -2.004 0.24 -0.24 -0.13 -0.33
O 0.384 7.292 -1.094 -0.70 0.72 -0.02 0.25
B -0.562 6.471 -1.715 0.34 -0.41 0.18 -0.53
C -2.049 6.460 -1.252 -0.04 -0.36 -0.05 -0.04
C -2.964 5.446 -1.967 -0.04 0.13 0.03 -0.20
C -3.487 4.383 -1.007 0.33 -0.09 -0.08 -0.21
C -4.283 3.254 -1.656 -0.03 0.17 0.12 -0.17
C -5.461 3.712 -2.501 0.14 -0.18 0.01 -0.24
O -4.992 4.052 -3.792 -0.07 0.22 0.09 -0.16
C -6.001 4.278 -4.763 0.02 0.01 -0.11 -0.26
C -7.173 5.154 -4.314 0.02 -0.01 -0.24 -0.08
O -0.090 5.745 -2.794 -0.04 0.40 -0.07 0.29
H 3.894 3.716 -1.347 -0.04 -0.03 0.11 0.07
H 2.770 2.354 -1.097 0.11 0.00 0.10 0.05
H 4.045 2.233 -2.289 0.13 0.08 0.05 0.07
H 2.207 2.729 -3.666 -0.28 -0.01 0.07 0.11
H 1.419 3.741 -2.441 -0.05 -0.03 -0.06 0.09
H 3.745 4.413 -4.273 0.08 0.01 0.07 0.12
H 3.406 5.398 -2.872 -0.07 0.02 0.01 0.11
H 1.271 4.729 -4.969 0.07 0.06 -0.13 0.12
H 2.361 6.136 -5.152 -0.04 -0.09 -0.09 0.11
H 1.148 9.302 -1.741 0.17 -0.06 0.07 0.12
H -2.420 7.481 -1.398 0.08 0.04 0.08 0.12
H -2.071 6.303 -0.167 -0.03 0.11 0.00 0.12
H -3.795 5.969 -2.441 -0.05 -0.05 0.01 0.11
H -2.425 4.958 -2.782 -0.02 -0.02 0.00 0.11
H -4.063 4.858 -0.206 -0.08 0.00 -0.07 0.12
H -2.614 3.927 -0.523 -0.06 -0.01 0.11 0.10
H -3.615 2.657 -2.281 -0.08 -0.10 0.01 0.12
H -4.663 2.616 -0.854 0.04 -0.13 -0.07 0.11
H -6.209 2.910 -2.568 -0.02 0.05 -0.05 0.13
H -5.925 4.581 -2.017 -0.15 -0.06 -0.03 0.12
H -6.364 3.311 -5.139 -0.08 0.03 0.09 0.12
H -5.492 4.766 -5.594 0.10 -0.05 0.04 0.11
H -8.029 4.564 -3.990 0.05 0.05 0.21 0.07
H -6.878 5.844 -3.525 0.01 -0.01 0.01 0.07
H -7.502 5.761 -5.158 -0.06 -0.03 -0.01 0.07
C -2.016 -0.134 0.540 -0.03 -0.01 -0.03 -0.11
C -1.566 -0.054 -0.807 -0.01 -0.02 0.02 -0.11
C -0.764 1.052 -0.901 0.03 0.06 -0.03 -0.14
N -0.717 1.640 0.333 0.01 0.01 0.00 0.01
C -1.475 0.926 1.218 0.00 0.03 -0.02 -0.13
H -2.667 -0.878 0.968 0.01 0.02 0.06 0.07
H -1.802 -0.727 -1.615 0.00 0.01 -0.01 0.09
H -0.230 1.472 -1.737 -0.01 0.00 -0.01 0.10
H -0.205 2.475 0.554 0.01 -0.02 0.00 0.14
H -1.564 1.227 2.247 0.00 -0.01 0.00 0.11
C -2.716 -4.893 2.551 0.03 -0.08 0.02 -0.11
C -4.137 -4.965 2.600 0.02 -0.05 0.01 -0.12
C -4.621 -4.094 1.658 -0.07 0.01 -0.08 -0.16
N -3.549 -3.508 1.042 -0.01 0.02 -0.02 0.01
C -2.385 -3.985 1.580 -0.04 -0.01 -0.03 -0.13
H -2.018 -5.448 3.157 0.00 0.00 0.00 0.09
H -4.745 -5.584 3.242 -0.02 -0.01 -0.03 0.09
H -5.632 -3.854 1.374 -0.01 0.02 0.04 0.11
H -3.608 -2.831 0.302 0.00 -0.02 0.00 0.14
H -1.428 -3.642 1.227 0.00 0.02 0.02 0.11
C -4.989 -7.488 -2.715 -0.01 -0.01 0.00 -0.11
C -5.998 -6.491 -2.638 0.01 0.00 -0.01 -0.11
C -5.764 -5.762 -1.502 -0.02 0.01 0.05 -0.16
N -4.660 -6.285 -0.886 0.09 0.00 0.10 0.01
C -4.177 -7.333 -1.622 -0.03 -0.03 0.04 -0.14
H -4.872 -8.233 -3.485 0.00 0.00 0.00 0.09
H -6.802 -6.327 -3.336 0.00 0.00 0.00 0.09
H -6.288 -4.923 -1.078 0.00 0.01 -0.01 0.10
H -4.266 -5.946 -0.021 -0.01 0.04 -0.01 0.11
H -3.303 -7.876 -1.306 0.00 0.00 -0.01 0.11
C 6.075 -0.283 1.113 0.04 0.06 0.00 -0.11
C 4.831 0.374 0.903 0.04 0.02 0.00 -0.12
C 4.020 -0.499 0.230 -0.08 -0.01 -0.08 -0.14
N 4.725 -1.654 0.024 0.04 0.04 0.02 0.01
C 5.979 -1.530 0.559 -0.03 -0.05 -0.01 -0.15
H 6.943 0.114 1.613 0.00 -0.02 0.01 0.09
H 4.564 1.371 1.212 -0.04 -0.02 0.03 0.07
H 3.007 -0.396 -0.121 -0.01 0.01 0.01 0.10
H 4.376 -2.465 -0.451 -0.01 0.00 0.03 0.14
H 6.694 -2.332 0.500 0.02 0.01 0.01 0.10
C -1.730 -7.070 7.579 0.01 -0.01 0.00 -0.11
C -2.141 -8.163 6.768 0.01 0.00 0.00 -0.11
C -2.909 -7.652 5.755 -0.01 0.01 -0.01 -0.15
N -2.977 -6.296 5.924 -0.03 0.04 -0.05 0.00
C -2.261 -5.932 7.031 -0.01 -0.01 -0.01 -0.14
H -1.114 -7.114 8.461 0.00 0.00 0.00 0.09
H -1.901 -9.203 6.912 0.00 0.00 0.00 0.09
H -3.410 -8.135 4.934 -0.01 0.00 0.01 0.10
H -3.477 -5.664 5.326 0.02 0.02 0.01 0.12
H -2.190 -4.902 7.333 0.00 0.00 0.01 0.10
C 4.745 1.825 5.388 -0.01 0.00 0.00 -0.11
C 3.388 2.244 5.319 0.00 -0.01 0.00 -0.11
C 3.267 3.056 4.223 0.00 0.00 -0.02 -0.15
N 4.497 3.143 3.629 0.01 0.01 -0.03 0.00
C 5.402 2.394 4.332 0.00 0.04 -0.04 -0.15
H 5.185 1.177 6.127 0.00 -0.01 0.00 0.09
H 2.593 1.979 5.996 0.00 0.00 0.00 0.09
H 2.415 3.575 3.818 0.00 0.01 0.01 0.10
H 4.701 3.675 2.804 -0.01 -0.01 0.00 0.13
H 6.431 2.330 4.020 0.00 -0.02 0.01 0.10
C -8.258 -7.950 3.056 0.00 0.01 0.00 -0.11
C -8.849 -6.921 2.273 0.01 0.01 0.02 -0.11
C -8.051 -6.738 1.173 0.03 0.03 0.02 -0.15
N -7.005 -7.612 1.264 0.08 -0.03 -0.02 0.01
C -7.123 -8.356 2.405 0.03 0.03 0.01 -0.15
H -8.625 -8.347 3.988 0.00 0.00 0.00 0.09
H -9.755 -6.381 2.491 0.00 0.00 0.00 0.09
H -8.138 -6.065 0.339 -0.02 -0.03 -0.02 0.09
H -6.257 -7.691 0.595 -0.06 0.03 -0.06 0.12
H -6.395 -9.108 2.656 -0.01 -0.01 0.00 0.10
C 7.747 3.399 -1.544 -0.02 -0.01 -0.02 -0.11
C 8.253 4.678 -1.904 0.00 -0.01 -0.01 -0.11
C 8.141 5.486 -0.805 -0.02 0.00 0.01 -0.14
N 7.585 4.746 0.204 -0.01 0.00 -0.02 0.00
C 7.343 3.472 -0.238 -0.04 0.01 0.08 -0.14
H 7.687 2.525 -2.171 0.00 0.00 0.00 0.09
H 8.655 4.969 -2.860 0.00 0.00 0.00 0.09
H 8.408 6.518 -0.655 0.00 0.00 -0.01 0.10
H 7.389 5.088 1.126 0.04 -0.01 0.00 0.14
H 6.906 2.729 0.408 0.00 -0.03 -0.03 0.09
C 10.784 -1.968 -0.744 0.00 0.00 0.00 -0.11
C 9.531 -1.328 -0.948 0.00 0.00 0.02 -0.11
C 8.737 -2.199 -1.643 -0.01 -0.03 -0.04 -0.16
N 9.461 -3.339 -1.868 0.01 0.00 0.02 0.00
C 10.709 -3.207 -1.323 -0.01 -0.01 -0.01 -0.14
H 11.641 -1.565 -0.232 0.00 0.00 0.00 0.09
H 9.244 -0.341 -0.622 -0.01 0.00 0.00 0.09
H 7.724 -2.103 -1.994 0.00 0.02 0.00 0.10
H 9.129 -4.148 -2.360 0.01 0.01 0.00 0.14
H 11.433 -4.000 -1.392 0.01 0.00 0.00 0.10

=====

Record 2
8
Properties=species:S:1:pos:R:3:forces:R:3:lowdin_charge:R:1 method="wB97M-V/def2-TZVPD" de_lowest_kcal_mol=69.0 lumo_energy_ev=0.054 smiles=C1NOSS1 largest_force_ha_per_bohr=0.07822 e_homo_ha=-0.3181 homo_lumo_gap_ev=8.709
C -0.106 -0.911 0.358 -2.95 1.97 -1.90 -0.49
N -0.867 0.676 0.017 1.08 -2.21 2.48 -0.12
O 0.098 1.667 0.081 -0.04 0.10 0.39 -0.66
S 1.537 1.298 -0.675 -0.44 -1.25 -0.12 0.57
S 1.648 -0.623 0.245 0.12 0.53 -0.17 0.48
H -0.322 -1.344 1.396 -0.04 1.02 -1.63 0.07
H -0.727 -1.390 -0.514 1.77 0.09 1.74 0.09
H -1.261 0.626 -0.909 0.49 -0.26 -0.80 0.07

=====

Record 3
40
Properties=species:S:1:pos:R:3:forces:R:3:lowdin_charge:R:1 method="wB97M-V/def2-TZVPD" de_lowest_kcal_mol=35.2 lumo_energy_ev=0.331 smiles="CCOc1ccccc1NC(=S)Nc1ccc(S(N)(=O)=O)cc1" largest_force_ha_per_bohr=0.01829 e_homo_ha=-0.3050 homo_lumo_gap_ev=8.630
C 1.841 -3.432 -0.626 -0.25 0.30 0.13 -0.06
C 0.839 -2.289 -0.740 0.18 -0.31 -0.41 -0.23
O 0.622 -1.630 0.493 -0.11 -0.17 0.54 -0.07
C -0.114 -2.224 1.475 0.12 0.14 0.09 -0.21
C -0.866 -3.382 1.326 0.03 0.05 -0.20 -0.02
C -1.569 -3.915 2.394 0.00 0.02 0.05 -0.08
C -1.526 -3.305 3.634 0.02 -0.07 0.05 -0.09
C -0.793 -2.144 3.797 -0.02 0.01 -0.18 -0.02
C -0.101 -1.582 2.732 -0.21 -0.23 -0.28 -0.18
N 0.659 -0.424 2.963 0.04 -0.20 0.09 0.05
C 0.849 0.656 2.159 -0.11 0.36 0.07 -0.83
S 2.046 1.718 2.561 0.46 0.30 0.15 0.68
N -0.064 0.812 1.164 -0.37 -0.50 0.70 0.07
C -0.033 1.555 -0.003 0.10 0.38 -0.42 -0.22
C 1.041 2.360 -0.386 0.09 -0.02 0.00 -0.02
C 0.990 3.050 -1.582 -0.04 -0.06 -0.07 -0.04
C -0.123 2.945 -2.392 0.04 0.17 -0.56 -0.30
S -0.199 3.865 -3.909 -0.27 0.65 0.10 0.62
N -0.837 5.328 -3.363 0.28 -0.69 -0.21 -0.06
O 1.127 4.111 -4.397 0.03 0.03 0.40 -0.30
O -1.170 3.270 -4.783 -0.16 -0.01 0.35 -0.30
C -1.194 2.152 -2.033 -0.06 -0.09 -0.02 -0.06
C -1.149 1.454 -0.844 0.13 0.04 0.08 0.00
H 2.021 -3.858 -1.608 0.03 -0.08 -0.10 0.08
H 2.780 -3.057 -0.226 0.09 0.01 0.01 0.08
H 1.472 -4.212 0.036 0.01 -0.10 0.01 0.07
H 1.238 -1.504 -1.388 -0.13 -0.13 0.03 0.13
H -0.110 -2.636 -1.167 0.06 0.10 0.03 0.12
H -0.899 -3.890 0.376 0.04 -0.02 -0.11 0.11
H -2.141 -4.818 2.251 -0.05 -0.08 -0.02 0.11
H -2.059 -3.729 4.471 -0.05 -0.04 0.08 0.10
H -0.747 -1.656 4.759 -0.02 0.10 0.09 0.12
H 1.191 -0.398 3.823 0.01 0.12 -0.23 0.12
H -0.850 0.173 1.218 0.17 0.08 -0.07 0.14
H 1.906 2.439 0.250 -0.04 0.01 -0.03 0.03
H 1.815 3.664 -1.905 0.17 0.05 0.05 0.12
H -1.705 5.548 -3.823 -0.20 -0.08 -0.15 0.06
H -0.173 6.080 -3.451 0.23 0.09 -0.04 0.06
H -2.039 2.083 -2.699 -0.16 -0.09 -0.01 0.11
H -1.977 0.821 -0.555 -0.09 -0.06 0.02 0.12

=====

Record 4
16
Properties=species:S:1:pos:R:3:forces:R:3:lowdin_charge:R:1 method="wB97M-V/def2-TZVPD" de_lowest_kcal_mol=64.4 lumo_energy_ev=0.948 smiles=O[C@H]1C[C@]2(CN2)C1 largest_force_ha_per_bohr=0.00873 e_homo_ha=-0.3517 homo_lumo_gap_ev=10.519
O -1.812 -0.359 1.406 0.07 -0.02 0.22 -0.03
C -1.423 -0.670 0.085 -0.05 -0.18 -0.41 -0.35
C 0.042 -1.153 0.051 0.12 -0.17 0.18 -0.06
C 0.432 0.297 -0.252 0.04 -0.09 -0.09 -0.46
C 1.764 0.842 -0.556 0.17 -0.02 -0.27 -0.10
N 1.087 1.176 0.703 0.05 -0.05 0.29 0.06
C -0.993 0.584 -0.729 -0.05 0.07 0.02 -0.04
H -1.011 -0.383 1.947 -0.34 0.18 0.02 0.08
H -2.191 -1.320 -0.347 0.14 0.14 0.03 0.14
H 0.271 -1.840 -0.769 -0.08 0.17 0.07 0.12
H 0.392 -1.601 0.994 0.04 0.08 -0.21 0.12
H 1.900 1.672 -1.245 -0.10 -0.09 0.08 0.10
H 2.600 0.143 -0.520 -0.13 0.11 -0.02 0.11
H 1.490 0.645 1.472 -0.01 0.05 -0.09 0.09
H -1.450 1.532 -0.428 0.15 -0.17 -0.02 0.12
H -1.099 0.435 -1.811 -0.01 -0.02 0.20 0.12

=====

Record 5
46
Properties=species:S:1:pos:R:3:forces:R:3:lowdin_charge:R:1 method="wB97M-V/def2-TZVPD" de_lowest_kcal_mol=29.6 lumo_energy_ev=0.401 smiles="CCCCn1c(SCC(=O)Nc2cc(C)on2)nnc1-c1ccncc1" largest_force_ha_per_bohr=0.02562 e_homo_ha=-0.3233 homo_lumo_gap_ev=9.198
C 1.239 -2.493 0.513 -0.15 0.16 0.05 -0.09
C 0.012 -1.589 0.555 0.00 -0.20 -0.13 -0.24
C -1.040 -1.951 -0.494 0.16 0.17 0.07 -0.18
C -0.617 -1.626 -1.933 -0.29 -0.68 0.37 -0.14
N -0.364 -0.217 -2.092 0.04 0.91 -0.13 0.01
C -1.292 0.776 -2.017 0.10 0.06 -0.10 -0.62
S -3.011 0.504 -2.008 -0.36 -0.01 -0.10 1.01
C -3.532 2.050 -1.181 0.18 -0.31 -0.02 -0.33
C -3.215 1.906 0.299 0.01 0.20 -0.31 -0.54
O -4.028 1.521 1.106 -0.24 -0.10 0.18 0.08
N -1.916 2.199 0.590 0.42 0.31 -0.08 0.15
C -1.287 1.886 1.775 0.44 -0.31 0.85 -0.30
C -1.856 1.549 3.031 0.48 -0.08 0.25 0.06
C -0.767 1.320 3.821 -0.64 0.11 -0.44 -0.31
C -0.634 0.940 5.247 0.23 0.08 -0.15 0.00
O 0.353 1.502 3.100 -0.08 -0.21 0.87 0.00
N 0.025 1.849 1.830 -0.30 0.36 -1.23 0.10
N -0.710 1.949 -1.945 -0.94 -0.07 -0.21 0.00
N 0.611 1.746 -1.961 1.25 -0.09 0.01 0.10
C 0.831 0.462 -2.049 -0.37 0.20 -0.05 -0.27
C 2.156 -0.136 -2.090 0.49 -0.23 -0.02 -0.17
C 2.504 -1.114 -3.020 0.05 0.16 0.18 -0.02
C 3.791 -1.626 -2.978 -0.24 -0.13 -0.20 -0.14
N 4.704 -1.237 -2.107 0.47 -0.21 -0.01 0.06
C 4.377 -0.293 -1.240 -0.10 0.22 0.18 -0.13
C 3.124 0.294 -1.185 -0.15 -0.14 -0.20 0.00
H 0.949 -3.534 0.641 0.02 -0.15 0.01 0.08
H 1.925 -2.226 1.313 0.14 -0.03 0.04 0.08
H 1.776 -2.398 -0.428 0.12 -0.04 -0.10 0.05
H -0.452 -1.674 1.540 -0.01 0.12 0.01 0.11
H 0.321 -0.547 0.437 -0.08 0.06 0.10 0.09
H -1.253 -3.020 -0.443 -0.07 -0.07 -0.01 0.12
H -1.966 -1.417 -0.273 -0.02 -0.09 -0.04 0.08
H 0.292 -2.170 -2.190 -0.13 0.06 -0.08 0.11
H -1.414 -1.914 -2.624 0.18 -0.04 -0.03 0.12
H -3.010 2.875 -1.660 -0.09 0.05 0.02 0.08
H -4.608 2.112 -1.330 0.09 0.02 0.06 0.09
H -1.294 2.484 -0.167 -0.26 -0.07 0.04 0.11
H -2.895 1.490 3.272 -0.19 -0.04 0.12 0.11
H -1.613 0.721 5.661 -0.03 -0.02 0.03 0.09
H -0.180 1.754 5.810 0.00 0.02 0.08 0.09
H 0.009 0.067 5.344 0.00 -0.07 0.06 0.09
H 1.805 -1.446 -3.773 -0.05 -0.04 -0.05 0.11
H 4.106 -2.389 -3.678 -0.06 -0.05 -0.10 0.11
H 5.161 0.002 -0.555 0.00 0.09 0.10 0.11
H 2.884 1.058 -0.463 -0.02 0.09 0.11 0.12

=====

Record 6
21
Properties=species:S:1:pos:R:3:forces:R:3:lowdin_charge:R:1 method="wB97M-V/def2-TZVPD" de_lowest_kcal_mol=24.2 lumo_energy_ev=-0.240 largest_force_ha_per_bohr=0.12325 e_homo_ha=-0.3233 homo_lumo_gap_ev=8.558
C -2.446 -1.648 -0.147 -0.64 3.83 -0.66 -0.04
C -1.845 -0.390 -0.070 -0.56 -0.20 0.33 -0.22
C -0.182 -1.867 0.008 0.31 0.02 -0.37 -0.10
C 2.533 -0.515 0.891 2.43 5.75 1.12 -0.02
C 2.164 0.334 -0.275 -0.82 -0.69 1.07 -0.53
N -0.482 -0.553 -0.001 -0.57 -0.26 0.17 -0.13
N -1.427 -2.461 -0.162 1.14 -3.87 0.85 -0.01
N -2.488 0.874 0.256 1.59 -1.04 -0.35 -0.35
O 0.192 1.394 -1.498 -2.51 -0.40 2.48 -0.23
O -3.666 0.815 0.405 -1.92 0.45 0.14 0.11
O -1.798 1.881 0.434 -0.71 -0.22 -0.26 -0.02
O 1.538 2.607 0.079 1.53 -1.83 0.21 -0.28
O 2.657 0.561 -1.324 0.41 -0.24 -0.09 0.13
S 0.566 1.202 0.128 0.78 0.51 -2.51 1.15
H -3.431 -1.921 -0.443 -0.63 -0.08 0.43 0.13
H 3.611 -0.552 0.804 0.23 -1.29 0.37 0.10
H 1.880 -1.280 0.896 -1.69 -3.40 0.11 -0.01
H 2.313 0.172 1.835 0.36 -1.42 -1.74 0.14
H 0.920 3.285 0.096 -1.69 2.51 0.20 0.01
H -1.642 -3.484 -0.037 1.05 1.55 -0.51 0.17
H 1.035 1.547 -1.876 1.92 0.33 -1.00 0.02